Version a
Here is a 2-piece molecular cluster, C2H3BrO3S overall from OMol25. Energies are from ωB97M-V with the def2-TZVPD basis set.

Properties
HOMO (alpha / beta) = -11.630 / -8.553 eV
E_LUMO (alpha / beta) = -1.3 / -3.8 eV

Cartesian coordinates (Å):
H 0.30 -0.10 1.65
C 0.11 -2.11 -0.15
H 1.24 1.29 1.09
S 0.59 -0.24 -0.60
O 1.95 -0.31 -1.03
O -0.46 0.08 -1.49
H -0.52 1.26 0.77
C 0.32 0.59 0.90
O -0.69 -2.70 -0.76
Br -2.83 2.23 -0.38

---

Version b
Here is one molecule with the formula C2H3BrO3S from OMol25. Energies are from ωB97M-V with the def2-TZVPD basis set.

Properties
HOMO = -8.573 eV
E_LUMO = -1.7 eV

Cartesian coordinates (Å):
O -0.01 -1.29 0.39
S -0.51 0.59 0.81
Br -0.25 0.61 -1.97
O 0.81 1.12 0.87
O -1.23 0.41 2.01
C -1.52 1.06 -0.60
H 1.18 -2.37 -0.81
H 1.89 -0.78 -0.06
C 1.06 -1.48 -0.18
H -1.41 2.14 -0.46

---

Version c
Here is a 2-piece molecular cluster, C2H3BrO3S overall from OMol25. Energies are from ωB97M-V with the def2-TZVPD basis set.

Properties
HOMO = -10.593 eV
E_LUMO = 0.4 eV

Cartesian coordinates (Å):
O -0.81 -1.17 0.28
H 2.23 -0.44 -0.57
H 0.19 -2.03 -1.47
C 0.20 -1.27 -0.66
H -1.21 2.07 -0.46
C 1.18 -0.43 -0.31
Br -2.16 2.48 -1.37
S 0.15 0.00 1.11
O 0.54 -0.56 2.34
O -0.32 1.37 1.11

---

Stability summary - winner: version c; margin: 155.4 kJ/mol.

---

Version a
Here is a 3-piece molecular cluster, C5H15N2O overall from OMol25. Energies are from ωB97M-V with the def2-TZVPD basis set.

Properties
charge = +1
HOMO = -12.134 eV
E_LUMO = -8.0 eV

Cartesian coordinates (Å):
H 3.88 1.87 0.13
N 3.17 2.27 0.72
H 1.82 0.81 0.30
H -0.02 -1.51 3.52
H -0.32 0.11 2.86
H 0.89 3.51 1.49
C -0.78 -0.84 3.11
H -2.68 -2.62 -7.21
H -0.13 1.98 1.17
C 1.91 1.82 0.67
H -2.63 -1.13 -7.61
H -1.53 -0.65 3.87
H -2.33 -0.86 1.59
H -1.04 -2.05 -0.22
C -0.54 -1.53 0.61
O -2.41 -1.74 -6.91
H -0.09 -0.20 -0.77
C 0.82 2.48 1.15
H -1.81 -2.46 2.08
H 3.35 3.20 1.06
N -0.08 -0.28 0.26
C -1.46 -1.45 1.88
H 0.34 -2.16 0.90

---

Version b
Here is a 2-piece molecular cluster, C5H15N2O overall from OMol25. Energies are from ωB97M-V with the def2-TZVPD basis set.

Properties
charge = +1
HOMO = -13.425 eV
E_LUMO = -3.0 eV

Cartesian coordinates (Å):
H 0.92 1.35 1.42
H -0.08 -2.37 0.52
H 0.06 2.13 -3.53
H 2.18 0.29 1.43
H 1.37 -1.92 1.58
C 0.53 -0.42 0.35
O -3.61 -2.28 5.51
H -1.03 0.82 -0.38
C -0.35 0.05 -0.77
N 1.41 0.64 0.87
C -0.30 1.74 -2.58
H -1.36 1.56 -2.73
H 1.79 1.08 -0.01
H -1.01 -0.79 -0.99
C 0.39 0.52 -2.05
C 0.61 -1.63 0.87
H 2.40 0.08 -1.95
H -4.55 -2.46 5.38
N 1.78 0.85 -1.73
H -3.25 -3.14 5.78
H -0.29 2.56 -1.85
H 0.30 -0.26 -2.80
H 2.09 1.60 -2.34

---

Version c
Here is a 2-piece molecular cluster, C5H15N2O overall from OMol25. Energies are from ωB97M-V with the def2-TZVPD basis set.

Properties
charge = +1
HOMO = -13.400 eV
E_LUMO = -3.0 eV

Cartesian coordinates (Å):
H 1.38 1.67 -0.32
H -2.01 -1.81 0.52
H 2.75 1.52 1.82
H 1.33 1.65 2.69
H -1.84 -0.38 1.08
H 1.77 0.33 -1.36
C -0.35 0.80 -0.94
H 0.09 2.61 -2.18
H -1.76 -0.62 -1.43
C -0.30 1.59 -2.24
H -0.40 -1.35 -1.34
H 1.15 0.01 0.20
H 0.30 1.14 -3.07
H -0.97 1.35 -0.26
C -0.18 -2.76 2.03
H -1.31 1.69 -2.65
C -0.87 -0.63 -0.79
C -1.28 -1.16 0.61
N 1.12 0.69 -0.58
H 0.71 -3.12 2.71
H -1.06 -3.42 2.32
O 1.83 1.90 1.83
N -0.11 -1.69 1.36

---

Version d
Here is a 2-piece molecular cluster, C5H15N2O overall from OMol25. Energies are from ωB97M-V with the def2-TZVPD basis set.

Properties
charge = +1
HOMO = -12.710 eV
E_LUMO = -3.3 eV

Cartesian coordinates (Å):
H -2.14 -0.17 -1.27
C 1.06 -0.72 3.04
H 2.92 -0.03 1.04
C 1.40 -1.46 1.79
H -0.59 -1.21 -0.25
C -0.30 -0.16 -0.37
H -4.23 0.27 -3.84
H 1.99 -0.18 3.42
H 0.28 2.45 0.08
N -1.37 0.58 -1.12
H 2.44 -0.86 -0.32
H -3.12 -0.58 -4.33
N 0.97 1.80 0.27
C 1.97 -0.49 0.65
H 0.80 -1.40 3.78
H 0.52 -2.13 1.47
O -3.36 -0.04 -3.58
H 0.28 -0.05 2.92
H -0.94 0.79 -1.97
C 0.79 0.42 0.19
H 2.13 -2.33 2.03
H -1.84 1.35 -0.64
H 1.74 2.23 0.57

---

Stability summary - winner: version b; margin: 112.1 kJ/mol.

---

Version a
Here is a 2-piece molecular cluster, C5H15N2O overall from OMol25. Energies are from ωB97M-V with the def2-TZVPD basis set.

Properties
charge = +1
HOMO = -13.811 eV
E_LUMO = -2.7 eV

Cartesian coordinates (Å):
O 2.91 -0.10 -1.35
H -3.13 0.05 1.80
H 1.23 0.79 1.44
C 2.87 0.40 0.00
H 3.87 -0.17 -1.66
C -2.27 -0.31 1.29
C -3.04 -0.91 -1.08
N 0.35 0.28 -0.48
H 4.01 -1.57 0.45
H -2.80 -0.50 -2.15
H -2.97 0.86 -0.28
H -2.14 -1.34 1.36
H -4.07 -0.97 -0.93
H 2.94 -0.81 1.75
H -2.44 -1.88 -0.82
H 0.82 -0.06 -1.34
N -2.41 0.07 -0.19
H 3.27 1.43 -0.02
H 4.54 -0.08 1.31
C 3.63 -0.61 0.97
C 1.39 0.54 0.31
H -1.44 0.48 -0.43
H -1.26 0.05 1.40

---

Version b
Here is a 2-piece molecular cluster, C5H15N2O overall from OMol25. Energies are from ωB97M-V with the def2-TZVPD basis set.

Properties
charge = +1
HOMO = -13.158 eV
E_LUMO = -3.1 eV

Cartesian coordinates (Å):
H -0.67 -0.35 -3.55
H -0.56 1.08 -4.05
H 1.30 0.63 2.81
H -1.57 -0.52 0.18
C 0.42 -2.17 -0.97
O -0.23 0.49 -3.36
H -1.16 1.08 -0.13
N 0.67 1.03 2.11
H -0.14 1.44 2.58
H 1.01 0.94 -0.75
H -2.71 1.33 1.55
H 2.25 0.29 0.17
N -1.91 0.78 1.84
C 1.20 0.10 -0.07
C 1.18 -1.09 -0.97
C 0.29 -0.03 1.10
H -0.24 -2.50 -0.18
H 1.25 1.74 1.68
H 0.31 -1.00 1.58
H 1.74 -0.98 -1.89
H -2.35 -0.02 2.28
C -1.13 0.35 0.68
H 0.63 -3.00 -1.65

---

Stability summary - winner: version b; margin: 103.8 kJ/mol.

---

Version a
Here is a 2-piece molecular cluster, C5H15N2O overall from OMol25. Energies are from ωB97M-V with the def2-TZVPD basis set.

Properties
charge = +1
HOMO = -11.459 eV
E_LUMO = -3.1 eV

Cartesian coordinates (Å):
C 0.91 1.18 0.62
H -0.96 1.28 -0.10
H 1.35 -2.09 0.54
H 1.85 1.92 0.73
H -2.31 -2.41 2.87
N -0.13 1.81 -0.19
H -1.20 1.94 -3.73
H 1.97 0.30 -1.02
H -0.10 1.56 -1.27
C 1.65 0.01 -0.08
H -2.87 -1.36 1.76
H 0.42 0.82 1.62
C -0.52 -1.43 0.29
H -1.00 -0.87 -0.44
C -0.86 -1.80 1.53
N -2.10 -1.78 2.14
O -0.44 1.86 -3.14
H 2.50 -0.08 0.49
H 0.19 1.50 -3.68
H 1.07 -1.68 -1.19
H -0.08 -2.05 2.34
C 0.95 -1.40 -0.15
H -0.28 2.80 0.07

---

Version b
Here is an isolated ion of composition C5H15N2O and charge +1 from OMol25. Energies are from ωB97M-V with the def2-TZVPD basis set.

Properties
SMILES string = CNC[C@@H]([NH3+])CCO
charge = +1
HOMO = -13.333 eV
E_LUMO = -3.2 eV

Cartesian coordinates (Å):
H -0.99 -1.29 -0.96
H 0.93 1.67 0.23
H -0.44 3.57 0.42
N 0.00 -0.75 1.67
H 0.26 1.70 1.82
H -1.61 0.01 0.66
N 1.09 -1.37 -0.60
C -0.53 0.13 0.56
H -0.02 -1.75 1.48
H -1.82 2.72 1.01
C 1.15 -2.65 -1.34
H 0.73 -3.47 -0.77
C -0.15 -0.63 -0.75
H 1.85 -0.81 -0.94
H 0.99 -0.55 1.82
H 2.18 -2.81 -1.60
O -1.53 2.32 -0.92
C -0.02 1.52 0.77
H -0.48 -0.54 2.54
H -1.11 2.85 -1.62
C -0.96 2.63 0.36
H 0.62 -2.59 -2.29
H -0.14 0.09 -1.55

---

Stability summary - winner: version b; margin: 129.1 kJ/mol.

---

Version a
Here is a 2-piece molecular cluster, C3H8N2 overall from OMol25. Energies are from ωB97M-V with the def2-TZVPD basis set.

Properties
SMILES string = [H]/N=C/N.C=C
HOMO = -9.321 eV
E_LUMO = 0.9 eV

Cartesian coordinates (Å):
C -2.39 -2.47 -0.38
C -1.31 -1.73 -0.66
H 2.94 0.43 0.19
H 2.57 1.57 1.33
H -0.46 -2.23 -1.07
H 0.71 0.34 -0.55
H -2.59 -3.41 -0.88
C 1.04 1.12 0.15
H -1.33 -0.65 -0.70
H -0.77 1.68 0.45
H -3.00 -2.38 0.51
N 2.39 1.26 0.38
N 0.20 1.99 0.53

---

Version b
Here is one molecule with the formula C3H8N2 from OMol25. Energies are from ωB97M-V with the def2-TZVPD basis set.

Properties
SMILES string = [H]/N=C(/N)CC
HOMO = -9.129 eV
E_LUMO = 0.9 eV

Cartesian coordinates (Å):
N -2.05 -0.79 -0.23
H 0.20 -1.74 0.42
C -1.00 -0.09 0.06
H -1.68 1.86 -0.44
H -1.79 -1.77 -0.35
H 2.46 -0.32 0.04
N -1.01 1.32 0.15
C 1.44 -0.06 -0.36
H -0.14 1.87 0.33
H 0.54 -0.41 1.61
C 0.31 -0.63 0.52
H 1.31 -0.27 -1.52
H 1.41 1.04 -0.23

---

Version c
Here is C3H8N2 as an isolated structure from OMol25. Energies are from ωB97M-V with the def2-TZVPD basis set.

Properties
HOMO = -7.173 eV
E_LUMO = 1.0 eV

Cartesian coordinates (Å):
C -0.15 -0.93 1.35
H 0.41 -0.22 3.19
N 0.24 0.06 2.24
N -0.18 -0.79 0.07
H -1.46 0.86 -1.95
H -0.42 -1.89 1.77
H 0.28 1.33 -0.10
H 0.90 0.75 1.90
C 0.22 0.39 -0.66
C -0.42 0.50 -2.02
H 0.88 -0.80 -0.61
H 0.14 1.20 -2.65
H -0.44 -0.46 -2.53

---

Stability summary - winner: version b; margin: 182.4 kJ/mol.

---

Version a
Here is one molecule with the formula C5H5Cl from OMol25. Energies are from ωB97M-V with the def2-TZVPD basis set.

Properties
SMILES string = Cl[C@H]1[C@]23C[C@]12C3
HOMO = -10.133 eV
E_LUMO = 1.1 eV

Cartesian coordinates (Å):
H -0.16 -1.88 -0.98
C 0.74 -0.09 0.26
H -0.61 -1.60 1.08
H -0.41 -0.25 2.18
C -0.80 0.19 -0.15
C -0.35 -0.63 1.11
Cl 0.34 -0.15 -2.62
H 0.66 1.81 -0.86
C 0.31 1.29 0.07
H 0.19 2.05 0.92
C 0.09 -0.74 -1.00

---

Version b
Here is one molecule with the formula C5H5Cl from OMol25. Energies are from ωB97M-V with the def2-TZVPD basis set.

Properties
SMILES string = C#C[C@H]1C[C@H]1Cl
HOMO = -9.823 eV
E_LUMO = 1.0 eV

Cartesian coordinates (Å):
C -0.69 0.86 -0.56
H 1.39 1.26 -0.96
C -2.36 -1.14 0.16
C 0.76 0.69 -0.30
C -0.10 1.47 0.73
Cl 1.61 -0.83 0.05
C -1.69 -0.23 -0.23
H -1.00 1.44 -1.47
H -0.01 2.58 0.77
H -2.87 -1.96 0.50
H -0.38 0.91 1.61

---

Stability summary - winner: version b; margin: 103.0 kJ/mol.

---

Version a
Here is C2H2FIS as an isolated structure from OMol25. Energies are from ωB97M-V with the def2-TZVPD basis set.

Properties
HOMO = -10.049 eV
E_LUMO = -1.3 eV

Cartesian coordinates (Å):
H 0.45 -1.26 0.17
F 1.85 0.38 -0.98
H -0.91 -1.01 -0.88
C -0.32 -0.52 -0.09
S 0.18 2.29 0.27
C 0.36 0.78 -0.18
I -1.61 -0.66 1.69

---

Version b
Here is C2H2FIS as an isolated structure from OMol25. Energies are from ωB97M-V with the def2-TZVPD basis set.

Properties
HOMO = -8.691 eV
E_LUMO = -0.8 eV

Cartesian coordinates (Å):
I -2.96 0.05 0.82
C 0.82 0.80 -0.26
H 0.47 1.66 0.32
S -0.97 -1.24 0.66
C 0.28 -0.35 -0.05
F 0.49 -1.68 -0.80
H 1.87 0.76 -0.70

---

Stability summary - winner: version a; margin: 55.1 kJ/mol.

---

Version a
Here is an isolated ion of composition C5H5O4 and charge -1 from OMol25. Energies are from ωB97M-V with the def2-TZVPD basis set.

Properties
SMILES string = CCOC(=O)C([O-])=C=O
charge = -1
HOMO = -2.537 eV
E_LUMO = 3.9 eV

Cartesian coordinates (Å):
H 0.74 -0.93 -0.96
O 0.21 1.31 0.67
C 1.32 0.41 0.55
O -1.62 1.91 -0.33
H 1.00 -0.40 1.19
H 2.69 -0.71 -0.60
O -0.99 -1.47 0.97
C 1.68 -0.22 -0.80
C -2.77 -0.67 -0.13
H 1.91 0.60 -1.65
H 2.07 0.96 1.05
O -3.72 -1.31 -0.45
C -1.52 -0.43 0.37
C -1.02 0.95 0.13

---

Version b
Here is an isolated ion of composition C5H5O4 and charge -1 from OMol25. Energies are from ωB97M-V with the def2-TZVPD basis set.

Properties
SMILES string = O=C=CC1([O-])[C@H](O)[C@H]1O
charge = -1
HOMO = -3.082 eV
E_LUMO = 3.7 eV

Cartesian coordinates (Å):
H 1.41 -1.15 0.69
C 2.06 0.28 -0.53
H -2.51 0.82 -0.55
C 1.22 0.99 0.13
H 1.46 1.95 0.57
O 0.57 -1.70 0.61
O 2.82 -0.45 -1.09
H -1.38 -1.22 1.38
O -2.33 -0.11 -0.85
H -0.54 -0.74 -1.44
O -1.03 1.66 0.73
C -0.52 -0.80 0.66
C -0.94 -0.23 -0.65
C -0.29 0.71 0.35

---

Stability summary - winner: version a; margin: 103.1 kJ/mol.